3 unconnected molecules or ions with the total composition C2HFNO4 in a non-equilibrium geometry. Source: the Open Molecules 2025 dataset; level of theory: wB97M-V/def2-TZVPD.

Last column: Löwdin charge in e.
Geometry (Å):
C1 -0.17152 -0.74820 -1.84519  -0.517
C2 -0.41634 0.02013 1.54918  -0.369
N1 0.55377 0.38320 0.69582  -0.015
O1 0.50281 -1.53775 -2.35775  0.161
O2 -1.06501 -0.05163 -1.61510  0.178
O3 -0.59975 -1.14902 1.87417  -0.005
O4 1.09382 -0.25603 -0.21353  -0.022
F1 0.96095 2.45769 -0.15735  -0.533
H1 -0.85873 0.88161 2.06975  0.122

Output
Charge ... -1
E_HOMO (spin up / spin down) ... -4.89 / -5.01 eV
Spin multiplicity ... 1
Kohn-Sham gap (spin up / spin down) ... 7.72 / 7.79 eV
Total energy ... -532.328525 a.u.
Energy above the lowest of the compared OMol25 structures with the same formula, charge and spin ... 13.66 kcal per mole
LUMO energy (spin up / spin down) ... 2.82 / 2.78 eV

=====

C5H7NO2 in the gas phase in a non-equilibrium geometry. Source: the Open Molecules 2025 dataset; level of theory: wB97M-V/def2-TZVPD.

Last column: Löwdin charge in e.
Geometry (Å):
C1 -0.43677 -0.55282 -0.55111  -0.319
C2 -1.11002 0.16311 0.61964  -0.250
C3 0.43363 1.56706 -0.02818  -0.185
C4 0.98416 0.60867 1.00635  -0.082
C5 0.77902 0.25393 -0.51221  -0.139
H1 0.57324 -2.11665 -0.94687  0.043
H2 -1.01528 -2.54869 -0.65773  0.119
H3 -0.94955 -0.40378 -1.47662  0.148
H4 -2.12085 -0.05172 1.02548  0.180
H5 0.73195 2.55582 -0.40873  0.166
H6 1.94148 0.67092 1.49608  0.146
H7 1.55908 0.08197 -1.18355  0.135
N1 -0.17551 -1.96544 -0.33961  0.074
O1 -0.98872 1.56995 0.24868  -0.028
O2 -0.20587 0.16767 1.70838  -0.008

Output
E_HOMO ... -9.49 eV
Spin multiplicity ... 1
SMILES ... N[C@H]1[C@H]2O[C@@H]3[C@H](O2)[C@H]13
Kohn-Sham gap ... 10.38 eV
Total energy ... -399.871535 a.u.
Energy above the lowest of the compared OMol25 structures with the same formula, charge and spin ... 59.00 kcal per mole
LUMO energy ... 0.89 eV

=====

4 unconnected molecules or ions with the total composition C5H14O3 in a non-equilibrium geometry. Source: the Open Molecules 2025 dataset; level of theory: wB97M-V/def2-TZVPD.

Last column: Löwdin charge in e.
Geometry (Å):
C1 -0.52928 -0.14978 1.85526  -0.158
C2 -1.34709 0.67329 2.47942  0.005
C3 0.22974 0.17307 0.50949  -0.176
C4 -0.38079 1.43145 -0.04664  -0.271
C5 -1.39896 1.61562 -0.86907  -0.014
H1 -0.27824 -1.19664 2.00500  0.086
H2 -1.96984 0.58087 3.35698  0.056
H3 -1.47197 1.62852 1.98080  0.048
H4 1.27905 0.03869 0.73121  0.110
H5 -0.14371 -0.53527 -0.23126  0.069
H6 0.13265 2.33235 0.27766  0.099
H7 -1.74236 2.61970 -1.10402  0.058
H8 -1.80186 0.93447 -1.61689  0.058
H9 -0.29903 -2.33323 -1.13394  0.032
H10 -1.13585 -2.70785 0.17909  0.044
O1 -0.42409 -2.95391 -0.41486  -0.054
H11 2.43995 2.05885 -1.61355  0.052
H12 1.15405 1.99734 -2.38332  0.048
O2 1.52291 2.35982 -1.57210  -0.052
H13 2.04102 -2.07401 -0.62837  0.002
H14 1.71984 -3.58173 -0.84148  0.018
O3 2.40385 -2.91161 -0.91941  -0.058

Output
E_HOMO ... -9.38 eV
Spin multiplicity ... 1
SMILES ... C=CCC=C.O.O.O
Kohn-Sham gap ... 9.84 eV
Total energy ... -424.523809 a.u.
Energy above the lowest of the compared OMol25 structures with the same formula, charge and spin ... 51.72 kcal per mole
LUMO energy ... 0.46 eV

=====

10 unconnected molecules or ions with the total composition C28H50N14O4 in a non-equilibrium geometry. Source: the Open Molecules 2025 dataset; level of theory: wB97M-V/def2-TZVPD.

Last column: Löwdin spin population.
Geometry (Å):
C1 -3.58307 0.86080 -1.38435  0.001
O1 -4.67290 0.98455 -1.90246  0.001
N1 -2.64607 0.03127 -1.78783  0.001
N2 -3.15938 1.43118 -0.28953  0.002
H1 -1.72517 -0.00074 -1.37428  0.000
H2 -2.88259 -0.56446 -2.56840  0.000
H3 -2.15302 1.50675 -0.24922  0.001
H4 -3.81098 2.04822 0.17391  0.004
C2 0.83831 -2.41037 4.23388  0.139
O2 1.51720 -2.82794 3.32072  0.053
N3 1.28458 -1.71027 5.26827  0.113
N4 -0.38931 -2.89730 4.45344  0.062
H5 2.28831 -1.74235 5.16047  0.047
H6 0.61773 -1.62587 6.02212  0.140
H7 -0.84427 -2.68836 5.33063  0.103
H8 -0.68557 -3.65978 3.86102  0.014
C3 4.68063 -3.72563 2.20551  0.015
O3 5.73393 -4.10423 1.72361  0.001
N5 3.81480 -2.98634 1.60750  0.003
N6 4.27261 -4.16503 3.33066  0.014
H9 3.96856 -2.59110 0.69085  0.004
H10 3.10138 -2.62637 2.22521  0.001
H11 4.73694 -4.82489 3.93818  0.010
H12 3.39433 -3.84764 3.71536  0.010
C4 0.59581 0.13457 0.36665  0.006
O4 -0.22331 -0.35116 -0.39348  0.002
N7 1.09272 -0.54503 1.40969  0.004
N8 1.27964 1.25643 0.36448  0.002
H13 0.86299 -1.52855 1.40666  0.000
H14 1.78240 -0.08508 1.98664  0.000
H15 1.88281 1.41884 1.15815  0.000
H16 1.05025 1.91208 -0.36873  0.000
C5 -3.24790 4.98170 -2.91250  0.001
C6 -3.61845 5.23362 -1.41052  0.003
C7 -2.46710 5.63044 -0.49034  0.008
C8 -1.50714 4.54804 -0.30631  0.013
N9 -0.74199 3.71605 -0.09550  0.002
H17 -2.31430 4.47399 -3.15481  0.000
H18 -3.11573 5.95831 -3.37818  0.000
H19 -4.10046 4.52791 -3.41780  0.000
H20 -4.02272 4.26929 -1.10274  0.001
H21 -4.45443 5.92652 -1.31500  0.001
H22 -2.96316 5.93527 0.43113  0.004
H23 -1.93804 6.56027 -0.69918  0.002
C9 -1.89837 -3.87800 -3.59474  0.001
C10 -1.49500 -4.41719 -2.20039  0.002
C11 -1.34594 -3.21467 -1.28341  0.001
C12 -0.82027 -3.54384 0.05970  0.003
N10 -0.40285 -3.85718 1.07134  0.004
H24 -2.93667 -3.58513 -3.43899  0.000
H25 -1.96799 -4.64471 -4.36637  0.000
H26 -1.21660 -3.06805 -3.85407  0.000
H27 -0.55131 -4.96255 -2.18845  0.001
H28 -2.22337 -5.05630 -1.70128  0.000
H29 -2.26585 -2.64110 -1.16986  0.000
H30 -0.62228 -2.48036 -1.63725  0.000
N11 -3.63637 -1.00639 2.13790  0.004
C13 -2.73774 -2.08492 2.35970  0.016
C14 -3.52948 -3.23176 2.66300  0.009
C15 -4.84136 -2.77813 2.88412  0.005
C16 -4.89398 -1.42558 2.46338  0.008
H31 -3.37420 -0.09090 1.80141  0.008
H32 -1.67054 -2.06145 2.19560  0.002
H33 -3.15570 -4.21579 2.90460  0.004
H34 -5.65670 -3.37389 3.26714  0.001
H35 -5.67245 -0.68341 2.36553  0.001
N12 1.44313 -1.55146 -4.05362  0.001
C17 0.79929 -1.48492 -5.25524  0.001
C18 0.33691 -0.20635 -5.38531  0.000
C19 0.40284 0.45204 -4.18394  0.000
C20 1.12209 -0.43120 -3.36032  0.002
H36 1.87501 -2.38201 -3.67442  0.003
H37 0.69082 -2.33858 -5.90785  0.000
H38 -0.32623 0.10718 -6.17800  0.000
H39 -0.16067 1.32749 -3.89677  0.000
H40 1.31133 -0.30072 -2.30507  0.001
N13 4.32142 0.95740 2.23833  0.004
C21 3.52849 0.12135 2.94795  0.014
C22 2.68789 0.79060 3.81162  0.040
C23 2.87761 2.12727 3.47467  0.021
C24 3.88595 2.21426 2.57741  0.007
H41 4.94507 0.69387 1.48886  0.005
H42 3.70433 -0.93705 3.07159  0.005
H43 1.92517 0.42216 4.48163  0.019
H44 2.29740 2.94129 3.88346  0.009
H45 4.29247 3.08609 2.08642  0.002
N14 2.38507 3.20108 -3.09657  0.000
C25 1.57881 3.88487 -2.21532  0.000
C26 2.42480 4.51334 -1.27383  0.002
C27 3.70001 4.31353 -1.69095  0.002
C28 3.67399 3.44518 -2.77277  0.002
H46 2.08986 2.69189 -3.91735  0.000
H47 0.51259 4.00494 -2.33841  0.000
H48 2.04209 5.14758 -0.48791  0.002
H49 4.59157 4.65571 -1.18651  0.001
H50 4.42700 2.99684 -3.40393  0.000

Output
Charge ... -1
E_HOMO (spin up / spin down) ... 0.44 / -5.39 eV
Spin multiplicity ... 2
Kohn-Sham gap (spin up / spin down) ... 1.57 / 7.35 eV
Total energy ... -2164.457417 a.u.
LUMO energy (spin up / spin down) ... 2.01 / 1.96 eV
Expectation value of S² ... 0.750